24
Properties=species:S:1:pos:R:3:forces:R:3 method="wB97M-V/def2-TZVPD" spin_multiplicity=2 e_homo_ev="-14.238 / -14.237" de_lowest_kj_mol=73.18 s2=0.76 homo_lumo_gap_ha="0.39983 / 0.13217" total_energy_ev=-16629.2484 total_charge=+1
O 2.246 -3.007 -0.961 0.002 -0.067 -0.977
H 3.095 -3.333 -0.664 0.268 -0.112 -0.136
H 1.767 -2.816 -0.154 0.059 0.212 0.219
O 1.358 -2.181 1.329 -0.590 0.195 0.353
H 1.205 -3.071 1.645 -0.231 -0.379 0.376
H 2.070 -1.851 1.876 0.281 0.261 0.177
O -0.661 -0.036 0.806 0.421 0.615 0.009
H -0.332 -0.933 0.868 0.534 -0.464 0.210
H -1.393 -0.091 0.191 -0.736 0.092 -0.372
O 0.603 -0.659 -2.204 -0.771 0.658 -0.032
H 1.253 -0.813 -1.520 0.508 -0.174 0.192
H 0.346 -1.535 -2.493 0.055 -0.412 -0.231
O -0.735 1.832 -2.443 0.528 1.191 -0.251
H -0.974 2.052 -1.543 -0.569 0.360 0.753
H -0.646 0.879 -2.442 0.634 -1.806 -0.162
O -1.223 2.554 2.829 0.017 0.084 -0.354
H -1.390 1.629 3.010 0.007 -0.297 0.001
H -0.893 2.904 3.657 0.040 0.194 0.236
O -3.184 0.487 -0.347 0.498 -0.130 -0.260
H -3.425 0.597 0.573 -0.220 0.028 0.386
H -3.459 1.303 -0.766 -0.321 0.199 -0.174
O 1.682 1.765 -0.597 -0.164 -0.519 -0.795
H 0.751 1.697 -0.382 -0.686 -0.540 0.622
H 1.941 2.626 -0.267 0.435 0.810 0.209